(1)
Below is 2 unconnected molecules or ions with the total composition C10H19F4NO7S, with properties calculated with ωB97M-V with the def2-TZVPD basis set.

Values from the calculation:
DFT total energy   -48189.3255 eV
Charge   0
Strongest force on any atom   6.87 eV Å⁻¹

Cartesian coordinates (Å):
O  -3.97329  -3.25166  -1.01794
S  -2.89856  -4.22109  -0.46833
O  -2.36747  -5.24673  -1.53063
C  -1.42654  -3.19634  0.07178
C  -1.78839  -1.97810  1.10830
N  -1.43476  -0.53843  0.70076
C  -0.13030  -0.09355  1.39607
C  -0.36562  1.52881  1.72442
O  0.34218  2.41966  0.79273
C  -0.36764  2.57508  -0.48555
O  0.53970  2.95237  -1.61023
C  0.79602  4.40171  -1.61987
C  1.44785  4.91430  -3.06922
O  2.53267  4.01419  -3.52439
C  1.28127  -0.50696  0.67210
F  2.45527  0.33050  1.11282
F  1.08073  -0.32412  -0.81365
C  1.73826  -2.06800  0.87511
F  2.01875  -2.65967  -0.48326
F  3.00914  -2.14152  1.67255
C  -0.46671  -0.82260  2.86293
O  -1.30290  -2.01288  2.49670
H  -3.40359  -4.89990  0.65962
H  -0.88501  -2.72600  -0.88178
H  -0.62814  -3.96118  0.51870
H  -2.95329  -2.04521  1.20930
H  -2.32511  -0.04091  0.98969
H  -1.44638  -0.56273  -0.34500
H  0.04384  1.79915  2.81332
H  -1.49463  1.83714  1.72298
H  -1.18447  3.41814  -0.34727
H  -0.88213  1.56911  -0.78982
H  1.55978  4.73355  -0.77009
H  -0.18324  5.01979  -1.44707
H  0.60115  5.03620  -3.87047
H  1.96064  5.97072  -2.88628
H  2.40158  3.79525  -4.49430
H  0.96640  -2.74607  1.43555
H  -1.02675  -0.01738  3.50354
H  0.46574  -1.37644  3.35504
O  4.29626  -4.56589  -0.67299
H  3.39769  -4.31226  -0.56585

Here are the Löwdin charges for atoms 1 to 5, given in e: O -0.427; S 0.809; O -0.386; C -0.177; C -0.249



(2)
Below is a single C26H29N5O4 molecule, with properties calculated with ωB97M-V with the def2-TZVPD basis set.

Values from the calculation:
DFT total energy   -43075.0241 eV
Charge   0
Strongest force on any atom   1.12 eV Å⁻¹
Structure (SMILES)   CCOC(=O)c1ccc(NC(=O)C2=C(C)Nc3nc(CCCO)nn3[C@@H]2c2cccc(C)c2)cc1

Cartesian coordinates (Å):
C  9.65375  1.11851  -0.10883
C  8.83501  -0.11601  -0.43580
O  7.45309  0.22728  -0.36034
C  6.58446  -0.77615  -0.55182
O  6.93256  -1.91236  -0.77744
C  5.17702  -0.33881  -0.45350
C  4.17244  -1.29298  -0.61523
C  2.84858  -0.92940  -0.52948
C  2.49339  0.40032  -0.27876
N  1.13821  0.69518  -0.22406
C  0.52260  1.86383  0.16449
O  1.14428  2.83864  0.54714
C  -0.94738  1.82496  0.06759
C  -1.70144  2.75937  0.70728
C  -1.15124  3.84064  1.57574
N  -3.06903  2.76412  0.59875
C  -3.69565  1.91362  -0.26154
N  -4.97189  1.81938  -0.55777
C  -4.99657  0.80745  -1.46446
C  -6.25384  0.25708  -2.02457
C  -6.85722  -0.76405  -1.04927
C  -5.86505  -1.86661  -0.68153
O  -5.04599  -1.41813  0.38116
N  -3.81088  0.31320  -1.74091
N  -2.97343  1.03168  -0.96949
C  -1.57705  0.73028  -0.78222
C  -1.50662  -0.64884  -0.14305
C  -1.16543  -1.76537  -0.89866
C  -1.18073  -3.02032  -0.31685
C  -1.54750  -3.16919  1.01016
C  -1.90294  -2.06532  1.77544
C  -2.33153  -2.20839  3.20224
C  -1.87479  -0.80770  1.18457
C  3.49730  1.35602  -0.11938
C  4.82308  0.98560  -0.20556
H  9.43240  1.91243  -0.81695
H  10.71195  0.87965  -0.16113
H  9.41690  1.46997  0.89181
H  9.05374  -0.48424  -1.44496
H  9.03730  -0.92944  0.27053
H  4.45743  -2.31617  -0.80719
H  2.07168  -1.67199  -0.65227
H  0.54154  -0.10677  -0.37879
H  -1.93621  4.26917  2.19579
H  -0.34934  3.46456  2.20477
H  -0.71704  4.62427  0.95693
H  -3.62603  3.45814  1.07025
H  -6.96327  1.06917  -2.18403
H  -6.02966  -0.22815  -2.97531
H  -7.74464  -1.20851  -1.50177
H  -7.14530  -0.25543  -0.12892
H  -5.25282  -2.11834  -1.55603
H  -6.41140  -2.76817  -0.36314
H  -4.25548  -1.96565  0.42226
H  -1.10421  0.69490  -1.77611
H  -0.89828  -1.65050  -1.93937
H  -0.91235  -3.88726  -0.90200
H  -1.56260  -4.15392  1.45404
H  -2.25436  -3.24084  3.53293
H  -1.71450  -1.58650  3.84893
H  -3.36493  -1.88146  3.31298
H  -2.15345  0.05855  1.76711
H  3.22578  2.37937  0.07687
H  5.59764  1.72566  -0.08132

Here are the Löwdin charges for atoms 1 to 5, given in e: C -0.065; C -0.227; O -0.014; C -0.454; O 0.107



(3)
Below is a single C2H6O2 molecule, with properties calculated with ωB97M-V with the def2-TZVPD basis set.

Values from the calculation:
DFT total energy   -6263.4587 eV
Charge   0
Strongest force on any atom   9.24 eV Å⁻¹
Structure (SMILES)   COCO

Cartesian coordinates (Å):
C  -1.35452  -0.30967  0.12919
O  -0.20897  -0.41298  -0.53978
C  0.91528  0.30973  -0.07805
O  2.01881  -0.44083  0.16778
H  -1.86110  0.89063  0.03016
H  -2.11491  -0.81144  -0.12677
H  -1.19355  -0.49918  1.17907
H  0.97813  1.32001  -0.88450
H  0.64071  0.95738  0.69145
H  2.18013  -1.00365  -0.56855

Here are the Löwdin charges for atoms 1 to 5, given in e: C -0.160; O -0.146; C -0.344; O 0.040; H 0.163



(4)
Below is a single C20H25NOS molecule, with properties calculated with ωB97M-V with the def2-TZVPD basis set.

Values from the calculation:
DFT total energy   -35518.4151 eV
Charge   0
Strongest force on any atom   0.47 eV Å⁻¹
Structure (SMILES)   Cc1ccc(SCCOCCN2CCc3ccccc3C2)cc1

Cartesian coordinates (Å):
C  3.08532  -6.62592  4.35879
C  1.93042  -5.84105  3.81576
C  1.96467  -4.45573  3.75606
C  0.89304  -3.72711  3.26863
C  -0.23848  -4.38797  2.81736
S  -1.68833  -3.57929  2.19368
C  -1.14397  -1.89511  1.78268
C  -0.17479  -1.88993  0.59928
O  0.39676  -0.62784  0.36328
C  -0.46571  0.30964  -0.24739
C  0.36760  1.54240  -0.59834
N  -0.31550  2.40719  -1.53916
C  -1.40098  3.16788  -0.94806
C  -2.26543  3.73140  -2.07056
C  -1.43169  4.51963  -3.03742
C  -2.01177  5.46424  -3.87484
C  -1.24487  6.18084  -4.77360
C  0.12051  5.95715  -4.84208
C  0.70430  5.01853  -4.01313
C  -0.06178  4.29239  -3.10871
C  0.61500  3.30386  -2.19927
C  -0.28818  -5.77781  2.87496
C  0.78259  -6.49065  3.37136
H  2.84230  -7.01391  5.34831
H  3.97335  -6.00468  4.44379
H  3.30925  -7.47447  3.71494
H  2.84290  -3.92698  4.09849
H  0.95938  -2.65080  3.24971
H  -0.69681  -1.42907  2.66051
H  -2.06826  -1.37126  1.53881
H  0.66927  -2.55272  0.81145
H  -0.69348  -2.25921  -0.29753
H  -0.89361  -0.10908  -1.16965
H  -1.28947  0.57016  0.43045
H  0.65149  2.06851  0.32932
H  1.28473  1.17938  -1.06819
H  -2.00105  2.50783  -0.32063
H  -1.02079  3.99145  -0.31626
H  -3.06144  4.35536  -1.65892
H  -2.73139  2.89819  -2.60428
H  -3.07731  5.63663  -3.81569
H  -1.70837  6.91328  -5.41789
H  0.72791  6.51360  -5.54050
H  1.76979  4.84238  -4.06307
H  1.31513  2.69737  -2.78252
H  1.21111  3.87590  -1.45843
H  -1.17514  -6.28542  2.52756
H  0.73177  -7.56919  3.41091

Here are the Löwdin charges for atoms 1 to 5, given in e: C -0.055; C -0.287; C -0.043; C -0.096; C -0.538